No. 1
A cluster of 2 separate species, C6H10S in total in a non-equilibrium geometry. Source: the Open Molecules 2025 dataset; level of theory: wB97M-V/def2-TZVPD.

Last column: Mulliken charge in e.
Element x y z (Å)
1 C -0.7327 2.6673 0.0712  0.100
2 C -0.5083 1.4864 -0.0700  -0.585
3 C 1.9952 -0.4271 0.6001  -1.137
4 C -0.3807 -0.4572 -1.5984  -1.291
5 C 0.4818 -0.5930 0.8189  -0.458
6 C -0.2614 0.1399 -0.2443  0.452
7 S -3.1137 -0.5948 0.2850  -0.371
8 H -0.9234 3.6866 0.2301  0.464
9 H 2.2961 -0.8440 -0.3586  0.336
10 H 2.2687 0.6257 0.6222  0.326
11 H 2.5378 -0.9451 1.3860  0.352
12 H -0.5624 -1.5276 -1.5306  0.341
13 H -1.1811 0.0116 -2.1632  0.393
14 H 0.5533 -0.3047 -2.1472  0.391
15 H 0.2313 -1.6536 0.7897  0.287
16 H 0.2238 -0.1931 1.8027  0.351
17 H -2.9243 -1.0772 1.5064  0.049

Output
HOMO-LUMO gap (spin up / spin down) = 5.96 / 5.96 eV
lowest unoccupied orbital energy (spin up / spin down) = -1.813 / -1.814 eV


No. 2
A structure of composition C40H110F2LiN11O14S2 in a non-equilibrium geometry. Source: the Open Molecules 2025 dataset; level of theory: wB97M-V/def2-TZVPD.

Last column: Mulliken charge in e.
Element x y z (Å)
1 Li -0.4271 2.5494 -2.4560  1.522
2 N 0.0677 1.7221 -0.7735  -0.149
3 S 0.3242 2.3548 0.6883  0.263
4 O 1.6732 2.5464 1.0426  -0.268
5 O -0.5993 1.9931 1.7041  -0.448
6 F -0.1457 3.8530 0.3018  -0.273
7 S -0.0815 0.1129 -0.3671  -0.467
8 O -1.3418 -0.4164 -0.0325  0.601
9 O 1.0869 -0.4039 0.2163  -0.428
10 F 0.0581 -0.4015 -1.8793  -0.206
11 C -4.0386 0.5418 -1.8745  -0.584
12 C -4.4638 1.7912 -1.0786  0.449
13 C -3.5059 2.1369 0.0291  0.551
14 O -4.1356 3.1626 0.7644  -0.564
15 C -3.2850 3.7784 1.7324  -0.199
16 N -4.7021 2.9753 -1.9110  -0.636
17 H -4.4896 0.5822 -2.8751  0.434
18 H -4.3948 -0.3846 -1.4295  0.131
19 H -2.9556 0.4291 -1.9789  -0.581
20 H -5.4115 1.4692 -0.6079  0.359
21 H -2.5653 2.5679 -0.4000  -0.857
22 H -3.2309 1.2940 0.6670  0.411
23 H -2.3130 4.1093 1.3309  -0.196
24 H -3.0382 3.0740 2.5436  0.212
25 H -3.7991 4.6606 2.1087  0.409
26 H -5.0010 3.7003 -1.2466  0.256
27 H -5.5107 2.8491 -2.5153  0.260
28 C 2.2800 -0.9666 9.0256  -1.651
29 C 1.7071 -1.0334 7.6091  0.570
30 C 2.7740 -0.8107 6.5882  -0.504
31 O 3.2305 0.4803 6.6144  -0.427
32 C 2.2529 1.3942 6.1136  -0.475
33 N 1.1859 -2.3904 7.4009  -0.579
34 H 2.6693 0.0392 9.2232  0.331
35 H 3.1145 -1.6496 9.1648  0.337
36 H 1.4728 -1.1710 9.7309  0.466
37 H 0.9153 -0.2821 7.5001  0.253
38 H 2.4075 -1.0690 5.5811  0.260
39 H 3.6356 -1.4246 6.8486  0.406
40 H 2.6365 2.3947 6.2815  0.232
41 H 1.2959 1.3067 6.6511  0.321
42 H 2.0602 1.2180 5.0532  0.167
43 H 0.5348 -2.5886 8.1560  0.249
44 H 0.6317 -2.3413 6.5370  -0.006
45 C 3.7617 -2.1729 0.4840  -0.297
46 C 4.9545 -1.3191 0.8731  0.166
47 C 4.5392 0.1180 1.0090  0.802
48 O 5.6852 0.8813 1.2540  -0.490
49 C 5.4150 2.2550 1.4984  -0.421
50 N 5.5224 -1.8698 2.0948  -0.757
51 H 2.9927 -2.0519 1.2557  -0.099
52 H 4.0903 -3.2081 0.4466  0.485
53 H 3.3227 -1.8699 -0.4649  -0.383
54 H 5.7313 -1.4089 0.1034  0.305
55 H 3.8902 0.1647 1.9007  0.199
56 H 4.0195 0.4491 0.0988  -0.600
57 H 4.7542 2.6696 0.7231  0.047
58 H 6.3781 2.7611 1.4564  0.299
59 H 4.9756 2.3919 2.4922  0.244
60 H 6.1263 -1.1683 2.5300  0.332
61 H 4.7749 -2.0122 2.7818  0.216
62 C 2.4151 4.1939 -2.6576  -1.379
63 C 2.7999 2.8543 -3.2835  0.608
64 C 3.9321 2.2369 -2.4571  0.021
65 O 4.4885 1.0745 -3.0574  -0.089
66 C 5.3214 1.3476 -4.1216  -0.973
67 N 1.5602 1.9922 -3.2407  0.862
68 H 1.5723 4.6658 -3.1551  0.129
69 H 3.2677 4.8805 -2.6823  0.550
70 H 2.1593 4.0416 -1.6001  0.114
71 H 3.0702 3.0117 -4.3291  0.380
72 H 3.6488 1.9614 -1.4424  -0.979
73 H 4.7178 3.0153 -2.3729  0.572
74 H 5.9837 2.1870 -3.8829  0.385
75 H 4.7638 1.5401 -5.0424  0.301
76 H 5.9589 0.4774 -4.2687  0.246
77 H 1.4940 1.6731 -2.2746  -0.093
78 H 1.6489 1.1002 -3.7515  -0.302
79 C 2.1408 -2.6162 -3.7165  -0.793
80 C 2.9705 -1.9029 -4.7557  0.572
81 C 2.8230 -2.4522 -6.1206  -0.708
82 O 3.0049 -3.8320 -6.0883  -0.331
83 C 3.1214 -4.3756 -7.3813  -0.787
84 N 2.6331 -0.4620 -4.7637  -0.209
85 H 1.0784 -2.4812 -3.9746  0.046
86 H 2.2654 -2.1215 -2.7491  -0.282
87 H 2.3622 -3.6716 -3.6124  0.568
88 H 4.0216 -1.9543 -4.4109  0.124
89 H 3.5528 -1.9958 -6.8047  0.404
90 H 1.7917 -2.2076 -6.4365  0.300
91 H 2.8126 -5.4227 -7.3108  0.259
92 H 4.1566 -4.3615 -7.7402  0.276
93 H 2.4474 -3.8958 -8.0995  0.336
94 H 2.9845 0.0075 -3.9227  -0.185
95 H 3.0995 -0.0253 -5.5561  0.216
96 C -5.2443 -5.0091 -3.6288  -1.249
97 C -5.3904 -3.5311 -3.9500  0.667
98 C -4.0556 -2.8668 -4.0362  -0.968
99 O -3.3429 -3.0068 -2.8111  -0.071
100 C -1.9889 -2.6748 -2.9430  -0.542
101 N -6.0647 -3.3528 -5.2861  -0.761
102 H -4.7194 -5.5093 -4.4535  0.362
103 H -6.2174 -5.4844 -3.4769  0.397
104 H -4.6805 -5.2611 -2.7297  0.138
105 H -5.9769 -3.0064 -3.1929  0.163
106 H -4.1555 -1.7801 -4.2204  0.168
107 H -3.4885 -3.2814 -4.8937  0.450
108 H -1.4560 -2.9526 -2.0384  0.166
109 H -1.8249 -1.5965 -3.0899  -0.072
110 H -1.5420 -3.1224 -3.8474  0.497
111 H -6.5378 -4.2313 -5.5284  0.304
112 H -5.3382 -3.3969 -6.0201  0.296
113 C -0.8387 4.4560 -5.0023  -1.419
114 C -2.0583 3.8589 -4.2663  0.471
115 C -2.3241 2.4378 -4.7051  -1.289
116 O -1.4144 1.5503 -4.0888  0.586
117 C -1.1796 0.3671 -4.8169  -0.623
118 N -1.8296 3.9667 -2.8023  -0.773
119 H -0.4558 5.2987 -4.4272  0.390
120 H -1.1584 4.8826 -5.9569  0.426
121 H -0.0869 3.6953 -5.2065  0.201
122 H -2.9419 4.4550 -4.5304  0.562
123 H -2.1291 2.4210 -5.7939  0.527
124 H -3.3557 2.1059 -4.5452  0.261
125 H -0.6795 0.6236 -5.7596  0.393
126 H -2.1102 -0.1938 -4.9588  0.274
127 H -0.4937 -0.2664 -4.2633  -0.293
128 H -2.7359 3.7142 -2.3638  0.004
129 H -1.6457 4.9513 -2.6336  0.178
130 C -3.8080 -2.4969 0.6820  -0.295
131 C -3.2370 -3.8924 0.6755  1.030
132 C -3.4127 -4.5707 1.9735  -1.091
133 O -2.5487 -5.6851 2.0123  -0.287
134 C -2.6565 -6.3619 3.1890  -0.907
135 N -3.8035 -4.7597 -0.3672  -0.598
136 H -4.8650 -2.4178 0.9662  0.430
137 H -3.8036 -2.0732 -0.3274  -0.535
138 H -3.2007 -1.8309 1.2972  -0.021
139 H -2.1406 -3.8002 0.5313  -0.176
140 H -4.4484 -4.9645 2.0212  0.567
141 H -3.2894 -3.8943 2.8334  0.336
142 H -2.0334 -7.2469 3.1487  0.281
143 H -3.7074 -6.6679 3.3653  0.423
144 H -2.4033 -5.7605 4.0751  0.544
145 H -3.4234 -5.6888 -0.1874  0.271
146 H -3.5467 -4.4746 -1.3105  0.248
147 C 0.6385 5.5662 4.9643  -1.355
148 C 0.2549 6.7386 4.0931  0.804
149 C 0.0368 6.3049 2.6649  -0.193
150 O 0.1847 7.4318 1.8376  -0.481
151 C 0.0336 7.0913 0.5071  -0.443
152 N -0.9407 7.4114 4.6287  -0.823
153 H 0.3939 5.7551 6.0072  0.399
154 H 1.6764 5.2862 4.7947  0.366
155 H 0.0335 4.6884 4.6922  0.161
156 H 1.0800 7.4665 4.0830  0.178
157 H -0.9397 5.8396 2.4805  0.153
158 H 0.8389 5.5844 2.4306  0.055
159 H 0.0454 7.9867 -0.1103  0.376
160 H -0.9706 6.6464 0.3379  0.173
161 H 0.7743 6.3534 0.1793  0.139
162 H -1.2634 8.0794 3.9300  0.268
163 H -0.6716 7.9532 5.4443  0.240
164 C -0.7707 -4.8902 5.5339  -1.227
165 C 0.3689 -4.6745 4.5230  0.235
166 C 0.0851 -3.4727 3.6619  0.021
167 O -0.0787 -2.2681 4.3450  -0.301
168 C -0.6192 -1.3126 3.4256  -0.783
169 N 1.6479 -4.5504 5.2530  -0.782
170 H -1.0002 -3.9899 6.1070  0.157
171 H -0.5504 -5.6830 6.2513  0.390
172 H -1.7237 -5.1562 5.0471  0.090
173 H 0.4245 -5.5075 3.8176  0.338
174 H -0.8301 -3.6650 3.0831  0.004
175 H 0.9330 -3.3206 2.9773  0.081
176 H -1.6842 -1.5227 3.2570  0.292
177 H -0.1047 -1.4078 2.4585  0.338
178 H -0.4568 -0.3161 3.8248  0.382
179 H 1.6839 -5.2431 6.0062  0.334
180 H 1.6792 -3.7235 5.8952  0.212

Output
HOMO-LUMO gap = 8.45 eV
lowest unoccupied orbital energy = -0.102 eV


No. 3
The molecule C11H10BO7P. Source: the Open Molecules 2025 dataset; level of theory: wB97M-V/def2-TZVPD.

Last column: Mulliken charge in e.
Element x y z (Å)
1 C 4.2040 -0.5644 1.1762  -0.688
2 O 4.3279 -0.6424 -0.2415  -0.485
3 B 3.6163 0.2242 -1.0336  0.653
4 O 4.3000 1.0186 -1.9263  -0.533
5 C 2.0364 0.1993 -1.0111  0.207
6 C 1.2905 1.1267 -1.7565  -0.619
7 C -0.0988 1.1150 -1.7567  -1.055
8 C -0.7656 0.1688 -0.9862  0.784
9 C -0.0451 -0.7767 -0.2502  0.324
10 C 1.3447 -0.7669 -0.2731  -0.276
11 C -0.7988 -1.7800 0.5515  -0.218
12 O -0.3816 -2.8870 0.7843  -0.526
13 C -2.1326 -1.3160 1.0457  -0.273
14 C -2.8306 -0.4087 0.3507  0.071
15 P -4.4663 0.1566 0.8960  1.009
16 O -5.6052 -0.5979 0.3994  -0.635
17 O -4.5043 1.7089 0.5133  -0.502
18 O -4.3338 0.1115 2.4961  -0.544
19 C -2.2573 0.1247 -0.9340  -0.053
20 O -2.9603 0.4761 -1.8475  -0.528
21 H 3.3317 0.0173 1.4796  0.368
22 H 4.1185 -1.5722 1.5832  0.243
23 H 5.1042 -0.1061 1.5862  0.264
24 H 4.1515 1.9631 -1.8496  0.318
25 H 1.8001 1.8665 -2.3612  0.342
26 H -0.6774 1.8157 -2.3438  0.490
27 H 1.8873 -1.5235 0.2784  0.632
28 H -2.5128 -1.7491 1.9648  0.546
29 H -3.6632 2.1544 0.6695  0.341
30 H -3.4794 0.4435 2.7964  0.343

Output
SMILES = COB(O)c1ccc2c(c1)C(=O)C=C(P(=O)(O)O)C2=O
HOMO-LUMO gap = 8.62 eV
lowest unoccupied orbital energy = -1.692 eV


No. 4
A cluster of 2 separate species, CH3Br3SSi in total in a non-equilibrium geometry. Source: the Open Molecules 2025 dataset; level of theory: wB97M-V/def2-TZVPD.

Last column: Löwdin spin population.
Element x y z (Å)
1 C -1.7922 -0.0912 -0.6408  0.647
2 Si 1.8104 0.3977 0.1228  0.519
3 S -2.7751 -1.0407 0.2894  0.308
4 Br 2.8526 2.2733 0.6634  0.144
5 Br 2.6807 -0.3292 -1.8291  0.140
6 Br 2.5223 -1.0478 1.5573  0.133
7 H -1.0968 0.6191 -0.1241  0.065
8 H -1.2948 -0.5191 -1.5217  0.033
9 H -2.9072 -0.2620 1.4827  0.011

Output
HOMO-LUMO gap (spin up / spin down) = 8.02 / 8.08 eV
spin multiplicity = 3
lowest unoccupied orbital energy (spin up / spin down) = 0.463 / -2.578 eV